{
  "formula": "C3H10N2O",
  "method": "ωB97M-V with the def2-TZVPD basis set",
  "s2": 0.758,
  "lumo_ev": [-2.963, -8.065],
  "orbital_gap_ev": [12.0, 6.5],
  "total_charge": 1,
  "energy_ev": -8291.7720,
  "mol_weight_g_mol": 90.13,
  "e_homo_ev": [-14.92, -14.57],
  "spin_multiplicity": 2,
  "elements": ["C", "N", "C", "O", "C", "N", "H", "H", "H", "H", "H", "H", "H", "H", "H", "H"],
  "coordinates": [[-0.5622, 0.5967, -0.7057], [-1.0087, -0.6812, -0.3337], [-0.0803, -1.6490, 0.1125], [0.6479, -2.2435, -0.9347], [-0.0940, 1.5305, 0.5376], [1.2996, 1.5727, 0.7076], [-1.3582, 1.0686, -1.2912], [0.3395, 0.5713, -1.3254], [-1.8674, -0.6112, 0.1955], [0.6915, -1.2761, 0.8231], [-0.6165, -2.4134, 0.6888], [-0.0051, -2.6040, -1.5439], [-0.5059, 2.5387, 0.4617], [-0.4997, 0.9067, 1.3362], [1.8735, 1.7339, -0.1103], [1.7460, 0.9594, 1.3819]],
  "lowdin_charge": [-0.1295, 0.0436, -0.2729, 0.0007, -0.1555, 0.1534, 0.1455, 0.1310, 0.1594, 0.1446, 0.1448, 0.1078, 0.1478, 0.1246, 0.1303, 0.1245]
}

***

{
  "formula": "C34H26O2",
  "method": "ωB97M-V with the def2-TZVPD basis set",
  "lumo_ev": -1.862,
  "orbital_gap_ev": 5.9,
  "energy_ev": -39771.8309,
  "mol_weight_g_mol": 466.58,
  "e_homo_ev": -7.71,
  "elements": ["C", "C", "C", "C", "C", "C", "C", "C", "C", "C", "C", "C", "O", "C", "C", "C", "C", "C", "C", "C", "O", "C", "C", "H", "H", "H", "H", "H", "H", "H", "H", "H", "H", "H", "H", "H", "H", "H", "C", "C", "C", "C", "C", "C", "C", "C", "C", "C", "C", "C", "C", "H", "H", "H", "H", "H", "H", "H", "H", "H", "H", "H"],
  "coordinates": [[-2.3356, 2.9758, -2.4969], [-1.3928, 2.0325, -2.9097], [-0.6842, 1.3029, -1.9447], [-0.9987, 1.4104, -0.5881], [-0.3296, 0.5503, 0.4304], [-1.2542, -0.3814, 1.0941], [-0.9303, -0.9035, 2.4816], [-1.6537, -0.4024, 3.5642], [-1.5701, -1.0490, 4.8021], [-0.8101, -2.2188, 4.9240], [-0.0506, -2.6774, 3.8473], [-0.0749, -1.9848, 2.6336], [-2.2850, -0.7661, 0.5505], [0.7474, 1.0844, 1.2624], [0.7911, 2.6069, 1.4341], [1.2261, 3.4484, 0.4120], [1.1059, 4.8318, 0.5632], [0.5677, 5.3715, 1.7396], [0.2176, 4.5173, 2.7952], [0.3536, 3.1356, 2.6513], [1.5565, 0.3614, 1.8501], [-1.9580, 2.3602, -0.1862], [-2.5857, 3.1738, -1.1319], [-2.8871, 3.5598, -3.2362], [-1.1827, 1.8605, -3.9711], [0.1056, 0.6006, -2.2143], [-2.2584, 0.4971, 3.4259], [-2.1099, -0.6496, 5.6610], [-0.7906, -2.7610, 5.8706], [0.5660, -3.5718, 3.9421], [0.5671, -2.2880, 1.8130], [1.6231, 3.0144, -0.5034], [1.4075, 5.5010, -0.2464], [0.4170, 6.4502, 1.8287], [-0.1856, 4.9311, 3.7210], [0.0869, 2.4633, 3.4701], [-2.1726, 2.4762, 0.8804], [-3.2811, 3.9463, -0.7955], [0.6934, -1.3233, -0.9041], [-0.4200, -2.1235, -1.3720], [-0.8828, -3.2302, -0.6211], [-1.8364, -4.1018, -1.1258], [-2.3925, -3.8846, -2.3947], [-1.9583, -2.7954, -3.1644], [-0.9627, -1.9573, -2.6779], [1.9333, -1.3725, -1.6376], [3.0727, -0.7246, -1.0726], [4.3396, -0.9043, -1.5902], [4.5373, -1.7653, -2.6873], [3.4402, -2.3937, -3.2894], [2.1559, -2.1825, -2.7938], [0.8862, -1.1774, 0.1584], [-0.4249, -3.4377, 0.3474], [-2.1632, -4.9583, -0.5279], [-3.1674, -4.5522, -2.7818], [-2.3985, -2.6066, -4.1435], [-0.5501, -1.1728, -3.3159], [2.9192, -0.1040, -0.1855], [5.1899, -0.3882, -1.1457], [5.5434, -1.9220, -3.0783], [3.5756, -3.0393, -4.1640], [1.3124, -2.6920, -3.2564]],
  "lowdin_charge": [-0.0921, -0.0721, -0.0383, -0.1936, -0.0700, -0.3459, -0.1584, -0.0240, -0.0754, -0.0907, -0.0671, -0.0431, 0.1098, -0.3155, -0.1523, -0.0323, -0.0739, -0.0868, -0.0787, -0.0293, 0.0746, -0.0185, -0.0690, 0.0997, 0.1042, 0.0885, 0.1207, 0.1019, 0.1008, 0.1047, 0.0974, 0.1190, 0.1045, 0.1012, 0.1028, 0.1188, 0.1246, 0.1042, 0.0437, -0.2160, -0.0085, -0.0621, -0.0635, -0.0642, -0.0388, -0.1802, -0.0070, -0.0700, -0.0687, -0.0737, -0.0055, 0.0783, 0.1071, 0.1112, 0.1067, 0.1074, 0.1127, 0.1104, 0.1088, 0.1048, 0.1093, 0.1074]
}

***

{
  "formula": "C42H32AuN3O2P2",
  "method": "ωB97M-V with the def2-TZVPD basis set",
  "lumo_ev": 0.150,
  "orbital_gap_ev": 8.0,
  "energy_ev": -74907.8021,
  "mol_weight_g_mol": 869.65,
  "e_homo_ev": -7.83,
  "elements": ["Au", "C", "C", "C", "C", "C", "C", "C", "C", "P", "C", "C", "C", "C", "C", "C", "C", "C", "C", "C", "C", "C", "C", "O", "C", "C", "C", "C", "C", "C", "P", "C", "C", "C", "C", "C", "C", "C", "C", "C", "C", "C", "C", "H", "H", "H", "H", "H", "H", "H", "H", "H", "H", "H", "H", "H", "H", "H", "H", "H", "H", "H", "H", "H", "H", "H", "H", "H", "H", "H", "H", "H", "H", "H", "H", "O", "N", "C", "C", "N", "C", "N"],
  "coordinates": [[-0.5168, 1.1650, 0.6048], [2.6811, -4.2224, -1.1133], [1.9464, -3.2425, -2.0487], [2.0741, -3.7253, -3.5007], [0.4724, -3.1951, -1.6480], [-0.3989, -4.2431, -1.9222], [-1.7218, -4.2126, -1.5093], [-2.2124, -3.0957, -0.8522], [-1.3860, -2.0120, -0.5775], [-2.1039, -0.4728, 0.1211], [-3.2654, 0.0777, -1.1696], [-3.3485, -0.4960, -2.4344], [-4.2371, 0.0140, -3.3736], [-5.0448, 1.0945, -3.0540], [-4.9569, 1.6762, -1.7951], [-4.0673, 1.1786, -0.8572], [-3.1481, -1.0218, 1.4965], [-2.5876, -1.0195, 2.7729], [-3.3430, -1.4121, 3.8665], [-4.6628, -1.8019, 3.6908], [-5.2267, -1.8027, 2.4230], [-4.4738, -1.4132, 1.3249], [-0.0349, -2.1162, -0.9357], [0.7869, -1.1219, -0.5078], [1.9807, -0.8864, -1.1125], [2.5685, 0.3602, -0.8571], [3.8278, 0.6027, -1.3947], [4.4526, -0.3470, -2.1868], [3.8326, -1.5629, -2.4300], [2.5862, -1.8627, -1.8934], [1.7808, 1.5581, 0.2944], [2.1268, 3.2172, -0.3480], [1.9609, 4.2667, 0.5586], [2.0948, 5.5786, 0.1390], [2.3776, 5.8565, -1.1929], [2.5135, 4.8195, -2.1025], [2.3852, 3.5005, -1.6847], [2.8521, 1.3713, 1.7501], [4.0708, 2.0377, 1.8688], [4.8919, 1.7902, 2.9574], [4.5046, 0.8741, 3.9274], [3.2912, 0.2120, 3.8148], [2.4622, 0.4630, 2.7304], [2.2478, -5.2217, -1.1937], [2.6025, -3.8961, -0.0746], [3.7396, -4.2788, -1.3763], [1.6464, -4.7201, -3.6208], [3.1198, -3.7938, -3.7989], [1.5626, -3.0432, -4.1816], [-0.0359, -5.1160, -2.4505], [-2.3722, -5.0534, -1.7117], [-3.2544, -3.0569, -0.5564], [-2.7180, -1.3342, -2.6989], [-4.2933, -0.4360, -4.3570], [-5.7371, 1.4895, -3.7870], [-5.5749, 2.5284, -1.5422], [-3.9910, 1.6559, 0.1143], [-1.5657, -0.6807, 2.9112], [-2.9122, -1.3785, 4.8586], [-5.2608, -2.0816, 4.5483], [-6.2624, -2.0887, 2.2905], [-4.9275, -1.3802, 0.3411], [4.3251, 1.5424, -1.1883], [5.4310, -0.1462, -2.6029], [4.3480, -2.3005, -3.0320], [1.7084, 4.0512, 1.5917], [1.9631, 6.3854, 0.8484], [2.4766, 6.8829, -1.5224], [2.7133, 5.0335, -3.1449], [2.4724, 2.6989, -2.4066], [4.3716, 2.7599, 1.1185], [5.8341, 2.3155, 3.0512], [5.1460, 0.6865, 4.7792], [2.9773, -0.4853, 4.5805], [1.4993, -0.0264, 2.6540], [-1.7752, 3.2485, 1.0290], [-2.8875, 3.0562, 1.6040], [-2.8651, 2.3997, 2.7509], [-1.6577, 1.8583, 3.2927], [-0.6610, 1.4313, 3.6881], [-4.1111, 2.1481, 3.4123], [-5.1068, 1.9178, 3.9427]],
  "lowdin_charge": [0.6030, -0.0070, -0.4203, -0.0281, -0.0896, -0.0154, -0.0602, -0.0841, -0.2464, 0.9944, -0.3549, -0.0821, -0.0811, -0.0824, -0.0640, -0.0895, -0.3569, -0.1200, -0.0713, -0.0762, -0.0712, -0.0882, -0.1896, -0.0506, -0.1914, -0.2363, -0.0863, -0.0608, -0.0154, -0.0894, 0.9937, -0.3743, -0.0974, -0.0689, -0.0802, -0.0780, -0.0895, -0.3504, -0.0879, -0.0772, -0.0805, -0.0712, -0.1029, 0.0885, 0.0991, 0.0891, 0.0765, 0.0762, 0.1027, 0.1127, 0.1079, 0.1090, 0.0969, 0.1028, 0.1031, 0.1103, 0.0811, 0.0662, 0.1100, 0.1064, 0.1060, 0.1064, 0.1070, 0.1073, 0.1122, 0.1153, 0.1080, 0.1039, 0.1044, 0.1017, 0.1048, 0.1043, 0.1037, 0.1068, 0.0748, -0.2538, -0.0878, -0.3464, -0.2419, 0.1634, -0.2065, 0.1435]
}

***

Question: Which formula does entry 2 have?
Answer: C34H26O2